Here is C30H22IrN4O2Te as an isolated structure in a non-equilibrium geometry from the Open Molecules 2025 dataset. Energies are from wB97M-V/def2-TZVPD.

The geometry in ORCA input format:
```
! RIJCOSX wB97M-V def2-TZVPD def2/J DEFGRID3
* xyz 2 2
Ir 1.185 -0.079 -0.241
O 4.016 -1.888 2.276
C 3.007 -1.528 1.735
N 2.920 -0.938 0.474
C 4.078 -0.921 -0.270
C 5.322 -1.500 0.037
C 6.375 -1.299 -0.816
C 6.247 -0.513 -1.983
C 5.046 0.017 -2.341
C 3.916 -0.222 -1.514
N 2.637 0.184 -1.728
C 2.371 0.722 -3.005
O 3.051 0.557 -3.978
C 1.177 1.585 -3.042
C 0.907 2.295 -4.201
C -0.171 3.162 -4.211
C -0.904 3.270 -3.038
C -0.568 2.490 -1.949
N 0.450 1.630 -1.930
C 1.699 -1.733 2.387
C 1.696 -2.376 3.615
C 0.491 -2.641 4.234
C -0.653 -2.252 3.556
C -0.543 -1.600 2.347
N 0.617 -1.305 1.734
H 5.476 -2.081 0.925
H 7.334 -1.736 -0.574
H 7.112 -0.338 -2.608
H 4.976 0.596 -3.243
H 1.562 2.149 -5.048
H -0.419 3.742 -5.088
H -1.740 3.949 -2.949
H -1.158 2.592 -1.054
H 2.652 -2.655 4.033
H 0.443 -3.141 5.191
H -1.643 -2.445 3.947
H -1.459 -1.337 1.847
Te -1.401 0.306 0.074
C -2.876 -0.976 -0.714
C -3.539 -0.473 -1.827
C -4.570 -1.219 -2.380
C -4.917 -2.445 -1.832
C -4.236 -2.941 -0.729
C -3.206 -2.207 -0.161
C -2.188 1.417 1.704
C -2.309 2.789 1.522
C -2.894 3.553 2.521
C -3.351 2.955 3.684
C -3.223 1.586 3.860
C -2.635 0.809 2.874
H -3.266 0.481 -2.259
H -5.100 -0.839 -3.242
H -5.721 -3.020 -2.270
H -4.505 -3.901 -0.310
H -2.676 -2.614 0.689
H -1.953 3.283 0.631
H -2.991 4.621 2.383
H -3.809 3.559 4.456
H -3.583 1.118 4.766
H -2.554 -0.255 3.032
*
```

Output
F_max: 1.8 eV Å⁻¹
Kohn-Sham gap (spin up / spin down): 5.25 / 6.17 eV
⟨S²⟩: 0.97
M: 790.349 g/mol
E: -1897.5964 hartree